[1]
ORCA calculation (the ωB97M-V functional and the def2-TZVPD basis) on a molecular structure, C9H17NO4Tl in a non-equilibrium geometry.

Geometry as XYZ:
```
32
Properties=species:S:1:pos:R:3:lowdin_charge:R:1
H -1.346 0.407 1.686 0.1788
H 1.314 -0.807 -1.859 0.2389
H -1.003 -2.454 1.089 0.1554
H -3.846 0.326 0.993 0.1736
C 0.386 -2.985 -0.729 -0.3166
N -3.540 0.202 -1.111 0.1474
H 0.159 1.075 -0.624 0.1422
C 3.108 0.759 -0.493 -0.1085
C 0.032 -2.339 0.673 0.0660
O -1.714 2.149 0.601 -0.4086
C 1.664 -1.092 -0.822 -0.2092
C -3.068 -0.026 0.247 -0.1271
H 3.463 1.187 1.675 0.1221
O -0.258 -3.637 -1.446 0.3110
H 0.760 -2.709 1.457 0.1716
H -2.970 -1.143 0.388 0.1520
C -0.468 0.178 -0.325 -0.0573
Tl -1.784 3.892 1.585 1.1842
H 4.231 0.890 -0.657 0.2000
C 2.798 1.583 0.857 0.0089
C -1.660 0.660 0.627 -0.2036
H -0.868 -0.229 -1.302 0.1456
H 1.704 1.513 1.145 0.0691
C 0.533 -0.845 0.356 -0.0853
H -2.990 -0.282 -1.824 0.1196
H -2.252 2.357 -0.200 0.0750
H 2.596 1.204 -1.396 0.1550
H 1.015 -0.543 1.329 0.1652
H 3.039 2.675 0.694 0.1244
O 2.895 -0.651 -0.358 0.1361
H -3.687 1.189 -1.337 0.1180
O 1.756 -2.504 -0.920 0.1561
```

Values from the calculation:
F_max = 7.6 eV/A
Net charge = +3
HOMO-LUMO gap = 3.149 eV


[2]
ORCA calculation (the ωB97M-V functional and the def2-TZVPD basis) on a molecular structure, C7H16ClI2NO2PRh in a non-equilibrium geometry.

Geometry as XYZ:
```
31
Properties=species:S:1:pos:R:3:nbo_charge:R:1
H -1.777 0.891 -2.802 0.2304
C 1.253 -1.482 -3.003 -0.9556
O 0.500 0.268 1.898 -0.7366
H 2.277 -1.516 -2.594 0.2913
H -1.280 -0.185 4.355 0.2160
H -0.329 1.349 4.407 0.2285
H 1.702 -2.173 4.704 0.2162
C -1.392 0.100 -0.189 0.5929
I -3.782 -2.545 -0.507 0.3354
H 2.030 -1.051 2.431 0.1953
C 1.144 -0.434 2.730 0.5409
C -0.363 0.296 4.670 -0.4103
H 0.619 2.349 -2.721 0.2479
C -1.227 -0.014 -3.113 -0.9692
H 2.243 1.532 -2.601 0.2887
H 0.677 -2.370 -2.712 0.2546
O -2.569 0.109 -0.349 -0.5479
H 1.262 1.399 -4.106 0.2688
C 1.746 -1.134 4.940 -0.4145
N 0.828 -0.407 4.067 -0.3595
H -1.078 -0.010 -4.202 0.2783
H 1.296 -1.408 -4.102 0.2680
P 0.405 -0.013 -2.315 1.1608
Cl 2.808 -0.123 -0.182 -0.5101
I -3.755 2.631 -0.793 0.6359
Rh 0.472 0.043 -0.133 0.6728
H -0.254 0.179 5.754 0.2343
H -1.763 -0.932 -2.803 0.2481
H 1.472 -0.961 5.989 0.2351
C 1.214 1.475 -3.008 -0.9583
H 2.731 -0.799 4.736 0.2217
```

Values from the calculation:
⟨S²⟩ = 6.014
Spin multiplicity = 5
F_max = 4.4 eV/A
Net charge = +2
HOMO-LUMO gap (spin up / spin down) = 8.325 / 2.893 eV


[3]
ORCA calculation (the ωB97M-V functional and the def2-TZVPD basis) on a molecular structure, C37H45ClLaN5O3S3 in a non-equilibrium geometry.

Geometry as XYZ:
```
95
Properties=species:S:1:pos:R:3:lowdin_charge:R:1
Cl -1.547 -7.688 -4.108 0.6970
C -1.888 -1.410 2.101 -0.1301
H 3.214 3.838 -2.756 0.0718
H -0.492 5.135 0.045 0.0646
H 0.696 1.288 -3.563 0.0535
S 2.331 3.957 0.273 0.8212
C -3.811 -1.630 0.509 0.0154
H 0.846 -1.943 1.944 0.0916
C 1.123 -1.626 2.955 -0.1100
H -1.277 -2.226 1.710 0.1307
H -4.569 -2.403 -3.822 0.0690
H 4.425 4.551 -0.719 0.0935
N -1.023 -0.363 2.661 -0.2291
H 3.606 -2.036 3.983 0.1246
N 2.078 -0.884 -0.199 0.0787
H 3.748 -4.994 0.097 0.0881
C 2.403 -1.942 -0.500 -0.1427
H -1.981 -0.257 -3.387 0.1444
C 3.445 -3.989 0.379 -0.0639
C 3.180 1.345 2.347 -0.1398
H 1.924 -3.833 -1.170 0.1169
C -0.097 3.714 2.711 -0.1410
C -3.034 -5.443 -3.966 -0.0518
C 0.427 3.386 -3.143 -0.4521
C -4.245 0.104 -1.070 -0.0268
C -2.261 -3.399 -3.013 -0.2195
N 2.152 0.489 2.313 -0.0210
H -0.298 -3.422 -2.178 0.0921
C 0.042 5.053 -0.902 -0.5044
C -1.601 2.682 4.696 0.0060
H 2.734 -4.063 1.201 0.0753
H 0.278 -0.151 4.278 0.1341
N -2.414 0.309 0.458 -0.0011
C -2.741 -0.882 0.973 -0.2799
C -0.772 -0.683 -1.689 -0.6216
H -2.879 1.753 -0.939 0.0948
H 1.894 2.344 -4.315 0.0950
S -0.446 3.415 -1.533 0.8308
H 4.559 2.736 -2.486 0.0861
H -2.546 -1.822 2.877 0.1461
H -2.166 0.181 4.357 0.1403
C 4.579 -0.190 3.496 -0.0199
H 5.205 1.782 2.889 0.1192
H 2.055 5.319 -1.667 0.0671
H -4.805 0.531 -1.890 0.1236
H 1.694 6.222 -0.200 0.0901
C 1.536 5.274 -0.712 -0.4695
H 3.512 -3.247 -1.668 0.1361
C -4.574 -1.132 -0.532 -0.0155
H -5.406 -1.704 -0.920 0.1255
H 0.001 5.523 3.842 0.1202
H 0.521 4.099 1.914 0.0271
H -2.811 0.723 2.816 0.1335
H -3.803 -6.023 -4.461 0.1237
H -1.390 4.571 5.700 0.1257
C -3.168 0.784 -0.545 -0.1204
H -2.203 2.229 5.472 0.1273
C 3.609 3.082 -2.080 -0.4805
C -0.381 4.513 3.800 -0.0267
C 3.843 3.632 -0.681 -0.4926
H 5.522 -0.458 3.954 0.1244
H 3.002 2.322 1.921 0.0290
C -1.150 3.984 4.823 -0.0174
H 0.135 -5.791 -2.829 0.1035
H -0.356 5.811 -1.576 0.0933
H 4.324 -3.445 0.722 0.0838
H 4.389 2.905 -0.078 0.0701
C -1.888 0.589 3.380 -0.1319
N -0.530 2.453 2.567 0.0191
C 3.510 -1.070 3.506 0.0036
C 1.307 2.171 -3.413 -0.5008
C -0.811 -5.318 -3.051 -0.0994
C -3.280 -4.112 -3.643 -0.1827
C -4.602 -3.477 -3.983 -0.0184
H -4.857 -3.667 -5.025 0.0909
H -5.401 -3.900 -3.371 0.0908
H 0.998 4.311 -3.201 0.0706
C -0.079 -0.952 3.630 -0.1562
C -1.285 1.954 3.556 -0.2585
C -1.816 -6.035 -3.680 -0.6659
O -0.355 0.528 -1.678 -0.3843
C 4.408 1.053 2.908 -0.0274
La 0.238 0.841 0.439 1.9605
C -1.046 -3.998 -2.710 -0.0127
S 2.450 1.667 -2.092 0.8326
H 1.398 -2.523 3.507 0.1254
H -0.340 3.427 -3.916 0.0889
O -2.514 -2.086 -2.648 -0.0585
H -4.029 -2.592 0.955 0.1331
C 2.809 -3.289 -0.834 -0.1743
C 2.313 -0.706 2.906 -0.3001
H -0.609 -1.673 4.263 0.1367
C -1.520 -1.137 -2.934 -0.0798
O -0.579 -1.430 -0.716 -0.0618
H -0.787 -1.539 -3.642 0.1526
```

Values from the calculation:
Relative energy (zero: lowest compared OMol25 entry of this formula, charge and spin) = 9.8 kcal/mol
F_max = 2.4 eV/A
Net charge = +2
HOMO-LUMO gap = 7.704 eV


[4]
ORCA calculation (the ωB97M-V functional and the def2-TZVPD basis) on 2 unconnected molecules or ions with the total composition C3H10N3O in a non-equilibrium geometry.

Geometry as XYZ:
```
17
Properties=species:S:1:pos:R:3:nbo_charge:R:1
N 0.369 -0.695 -0.374 -0.3020
N -1.234 -1.990 0.152 -0.4669
H 0.668 2.426 -0.101 0.4105
H -2.127 -0.050 -0.117 0.2443
H 0.771 1.302 1.163 0.3918
H -1.547 1.010 1.133 0.2321
H -0.056 0.748 -1.647 0.2396
C 1.544 -1.066 0.088 0.4869
H -0.599 -2.594 0.620 0.3670
H -1.461 -2.015 -0.817 0.3781
H -2.012 1.611 -0.201 0.2382
C -0.193 0.711 -0.506 0.1083
N 0.855 1.456 0.163 -0.8507
O 2.598 -0.278 0.092 -0.6237
H 1.576 -2.148 0.348 0.2191
H 2.404 0.792 -0.135 0.5578
C -1.554 0.782 0.137 -0.6302
```

Values from the calculation:
Relative energy (zero: lowest compared OMol25 entry of this formula, charge and spin) = 160.0 kcal/mol
F_max = 4.8 eV/A
Net charge = +1
HOMO-LUMO gap (spin up / spin down) = 8.808 / 8.812 eV


[5]
ORCA calculation (the ωB97M-V functional and the def2-TZVPD basis) on 38 unconnected molecules or ions with the total composition C27H110ClN3O39 in a non-equilibrium geometry.

Geometry as XYZ:
```
180
Properties=species:S:1:pos:R:3:lowdin_charge:R:1
H 1.457 1.514 -2.080 0.1230
H -7.974 -4.620 3.766 -0.0103
H 4.022 -8.369 3.227 0.0334
C 3.578 -1.645 -1.792 -0.4951
H 3.462 8.526 -4.844 0.0184
H 3.922 11.603 -5.088 0.0404
H 3.220 2.009 1.134 0.1143
H 2.982 1.177 -5.108 0.0971
H 5.328 1.690 -3.724 0.0928
H -3.802 6.594 3.227 0.0473
H 0.173 9.227 -2.334 0.0462
H 7.214 3.127 0.861 0.0414
H 0.518 3.709 -2.597 0.1080
H 5.311 1.155 -1.054 0.1274
C 1.364 -1.873 1.636 -0.1888
H -2.818 -5.719 -0.358 -0.0284
O 0.353 4.524 -4.796 -0.0509
O -3.146 -6.601 -0.558 -0.0607
H -1.018 2.103 3.191 0.0661
H -0.363 -2.563 2.773 0.1004
H 7.565 -2.310 -2.617 0.0474
H -2.015 -5.036 1.380 0.0550
O 0.640 3.429 -0.561 0.0040
O 3.546 -7.774 3.813 -0.0639
H 5.098 0.575 -5.098 0.0929
H -0.305 -4.520 6.441 0.0516
H -0.600 4.615 -4.681 0.0368
H 3.798 0.885 2.335 0.1143
H 5.372 -2.714 2.248 0.0366
H 3.236 7.492 -0.912 0.0325
H 0.026 0.120 0.412 0.0712
H -3.647 5.895 4.569 0.0460
C 6.308 2.621 1.090 0.1286
H -1.335 5.194 2.957 0.0344
H -9.211 -3.723 3.810 0.0109
H 7.372 -3.575 -4.783 -0.0105
O 6.202 5.871 -5.692 -0.0495
C 4.813 0.803 -4.080 -0.1699
H -8.002 -6.967 -0.899 -0.0062
H -1.789 7.024 0.534 0.0149
H -2.142 -4.799 4.363 -0.0013
O -8.935 -7.047 -0.672 -0.0641
O 5.772 2.669 -6.126 -0.0503
O -2.120 -5.346 3.562 -0.0650
H -4.515 -5.238 5.920 0.0566
H 1.149 8.041 -2.364 0.0101
H 3.648 -3.623 0.735 0.0072
H -1.354 4.849 0.485 0.1032
C 4.460 -0.614 -1.951 -0.2305
C -0.917 0.088 2.424 -0.3944
O 1.823 5.013 0.543 0.0903
H -2.679 -6.099 3.777 0.0496
H 6.078 3.520 -5.792 0.0138
H -4.103 -6.503 -0.485 0.0137
O -4.834 2.128 2.667 -0.0520
O -11.145 -2.687 3.113 -0.0581
H 2.813 2.276 -1.251 0.0980
H -3.976 -3.942 6.501 0.0557
H -1.685 -0.613 2.101 0.1015
H 0.386 -4.665 -0.026 0.1112
C -1.633 1.201 3.212 -0.0653
C 4.621 0.337 -0.902 0.0264
O 4.076 -4.356 1.194 -0.0320
H -6.707 0.186 6.333 -0.0158
Cl 3.398 -2.823 -3.078 0.7645
H 2.692 0.287 -3.644 0.1009
C 0.789 4.421 0.323 -0.4875
H -1.317 -1.453 -2.828 0.0271
H -2.601 0.541 -0.404 0.0419
H 1.922 4.500 -1.892 0.1116
O -1.574 -0.723 -2.254 -0.0491
H 2.664 -6.368 1.488 0.0319
H -9.245 -7.811 -1.171 0.0057
C 1.219 -2.831 0.581 -0.2097
O -7.525 0.227 6.847 -0.0685
O -11.121 -8.745 -2.348 -0.0441
O -3.945 -4.489 5.710 -0.0454
H 0.315 -4.423 1.709 0.1033
O 3.926 7.795 -4.420 -0.0472
C -0.459 4.869 2.409 0.0579
H -4.565 3.050 2.747 0.0416
H -2.155 7.491 -5.251 0.0438
H -1.582 -1.106 -1.369 -0.0092
H 2.318 3.020 -4.142 0.0879
C 3.292 1.094 -4.067 -0.1595
H 0.681 5.425 -4.714 0.0438
C 0.198 -3.923 0.750 -0.1147
H 3.257 8.617 1.919 0.0460
H -0.505 -4.471 -2.238 0.0225
C 2.924 2.465 -3.427 -0.1604
H 6.288 -0.236 -2.917 0.1148
O 4.944 -2.092 2.850 -0.0514
H 0.952 0.123 3.492 0.1154
C 3.893 0.227 0.245 -0.1491
H 1.469 -7.316 1.379 0.0662
H 6.813 -4.856 -5.381 0.0279
C 0.115 -0.562 3.358 -0.1639
H -2.585 1.460 2.743 0.0479
H -4.311 -2.759 1.027 0.0162
O 7.378 -4.107 -5.591 -0.0727
H 6.743 0.134 1.354 -0.0175
H 0.306 -4.161 5.097 0.0359
H 2.388 6.234 -0.929 -0.0028
O -0.105 -3.823 -2.826 -0.0590
H 6.244 -3.062 -2.671 0.0082
C 0.530 -1.961 2.908 -0.1012
H -4.677 1.390 5.656 0.0490
H -6.152 -3.722 3.690 0.0383
O -8.937 -4.642 3.703 -0.0553
H -2.073 6.810 -3.894 0.0419
O 1.751 -6.490 1.788 -0.0461
H -11.048 -3.489 2.585 0.0377
H 2.816 7.279 1.346 0.0301
O 3.296 8.087 1.119 -0.0475
H -4.546 0.443 4.478 0.0221
H -1.246 -2.344 0.919 0.0910
H 5.272 -1.322 -3.817 0.0641
H 0.473 -3.295 -2.255 -0.0084
C 5.272 2.046 1.272 -0.1375
C -1.219 -3.349 0.490 -0.2294
O 0.136 1.515 -6.031 -0.0560
H -1.358 -3.288 -0.592 0.0759
N -2.308 -4.113 1.097 0.0180
O -4.557 -2.271 1.822 -0.0437
H 3.557 7.750 -3.533 0.0049
O -2.009 7.166 -0.392 -0.0668
O -0.506 -4.082 5.608 -0.0465
H 6.656 6.504 -6.253 0.0380
H -2.647 -3.656 1.928 0.0468
H -7.290 -0.136 7.705 0.0284
H -1.149 7.267 -0.821 -0.0003
H 3.709 -4.315 2.086 0.0458
H -11.044 -9.480 -2.964 0.0383
O 7.240 -0.552 1.816 -0.0635
O -5.907 -4.648 3.591 -0.0574
H -3.727 0.468 0.615 0.0409
O 7.197 -3.188 -2.757 -0.0441
C 5.250 -0.415 -3.223 -0.1727
C 2.145 2.364 -2.112 -0.1480
N 1.902 -2.850 -0.545 0.1666
N 2.238 -0.899 1.563 0.1940
C 2.957 -0.849 0.407 -0.1691
H -12.068 -2.442 3.010 0.0360
H 4.422 -1.526 2.271 -0.0066
H -1.775 0.928 4.258 0.0739
H 0.581 1.386 1.497 0.0768
H -5.795 2.160 2.732 0.0571
H 0.466 2.369 -5.728 -0.0042
H 6.867 -0.544 2.704 0.0277
O 4.233 10.705 -5.240 -0.0493
H 6.135 2.626 -7.016 0.0420
H -1.031 1.490 0.812 0.0653
H 3.835 3.032 -3.228 0.1121
O -4.941 0.515 5.355 -0.0509
H -3.120 -3.710 -2.211 0.0340
C -0.459 4.746 1.088 -0.0714
H -6.884 -5.256 -0.692 0.0522
O 2.736 6.920 -1.510 -0.0536
H -5.737 -5.106 -1.682 0.0228
C 2.782 -1.799 -0.612 -0.2145
O -3.997 -3.733 -1.813 -0.0428
H -4.947 -4.631 3.663 0.0074
C -0.292 0.795 1.209 -0.0762
O -6.240 -5.772 -1.192 -0.0488
H 0.485 1.427 -6.922 0.0348
C 4.014 1.282 1.347 -0.1278
O -3.058 -0.075 0.182 -0.0449
H -3.832 -3.976 -0.891 -0.0022
O -1.710 6.777 -4.787 -0.0470
H -0.349 -0.662 4.343 0.1106
H 5.549 6.394 -5.215 0.0058
H 2.988 -7.242 3.228 -0.0178
H 1.160 -2.393 3.690 0.1227
O -3.273 5.929 3.682 -0.0538
H 0.459 4.600 2.921 0.0798
H -12.043 -8.477 -2.406 0.0398
O 0.393 8.404 -1.887 -0.0538
H -4.506 -1.349 1.552 0.0144
C 1.294 3.613 -1.846 -0.1318
H 5.193 10.780 -5.243 0.0447
```

Values from the calculation:
F_max = 2.1 eV/A
HOMO-LUMO gap = 8.281 eV


[6]
ORCA calculation (the ωB97M-V functional and the def2-TZVPD basis) on a molecular structure, C13H20AlN3O3Si.

Geometry as XYZ:
```
41
Properties=species:S:1:pos:R:3:nbo_charge:R:1
C 0.633 -1.700 2.615 -0.3035
C 2.820 2.744 2.415 -1.1212
H 3.186 0.341 3.477 0.2066
N -0.959 -1.316 -0.563 -0.8897
C -2.279 0.071 0.821 -0.3221
N 1.550 0.162 1.335 -1.3901
H 3.058 2.347 3.402 0.2378
C 2.048 2.327 -0.475 -1.1091
H 5.160 1.543 0.549 0.2388
O -3.250 -1.588 -0.641 -0.6185
H -0.385 -3.150 -1.466 0.2230
H 0.964 2.173 -0.571 0.1921
C -0.626 -2.115 -1.727 -0.3408
O 1.190 -0.547 -1.604 -0.9288
H 3.608 3.455 2.151 0.2402
H 3.099 -1.053 5.481 0.2126
H -1.484 1.695 -0.155 0.4069
C 1.459 -2.252 4.802 -0.2452
H -0.931 1.559 1.373 0.4139
H -3.260 0.541 0.789 0.2251
H -1.444 -2.140 -2.446 0.2427
Si 2.727 1.430 1.057 1.7958
H 1.886 3.305 2.497 0.2315
H 2.204 3.404 -0.425 0.2542
C 4.444 0.738 0.728 -1.1321
O 1.066 -1.847 -3.423 -0.5743
H -2.130 -0.362 1.809 0.2305
N -1.172 1.025 0.543 -0.8935
C 1.549 -0.644 2.486 0.2750
Al 0.433 -0.167 -0.082 2.0733
C 2.441 -0.441 3.546 -0.3054
C -2.233 -1.069 -0.218 0.6594
C 0.625 -1.493 -2.364 0.7917
H 1.430 -2.866 5.692 0.2133
H -0.140 -3.289 3.823 0.2156
C 2.391 -1.234 4.681 -0.1825
C 0.582 -2.485 3.753 -0.1877
H 2.504 1.955 -1.393 0.2645
H -0.018 -1.921 1.774 0.2050
H 4.423 0.097 -0.155 0.2508
H 4.812 0.143 1.566 0.2440
```

Values from the calculation:
F_max = 0.9 eV/A
HOMO-LUMO gap = 8.154 eV


Question: What is the F_max in the third record?
Answer: 2.4 eV/A